1.
Density functional theory data (wB97M-V/def2-TZVPD) for a molecular structure, C49H42N2OP3S2SeTc in a non-equilibrium geometry.

Last column: Mulliken spin population.
Cartesian coordinates (Å):
Tc: -1.164 0.223 0.175  2.794
S: -0.396 2.531 0.589  0.012
P: 1.398 1.631 0.849  0.036
C: 0.954 0.012 0.286  0.043
P: 1.554 -0.689 -1.216  0.002
S: -0.065 -1.112 -2.277  0.094
C: 2.496 -2.188 -0.829  0.002
C: 2.274 -2.832 0.384  0.032
C: 2.981 -3.985 0.688  0.003
C: 3.907 -4.490 -0.213  0.000
C: 4.102 -3.866 -1.439  0.002
C: 3.391 -2.720 -1.753  -0.003
C: 2.687 0.311 -2.212  -0.002
C: 2.164 1.074 -3.249  -0.008
C: 3.004 1.851 -4.026  0.001
C: 4.366 1.868 -3.763  0.001
C: 4.885 1.125 -2.714  0.001
C: 4.048 0.346 -1.931  -0.002
C: 1.951 1.516 2.566  0.004
C: 2.569 0.350 3.000  0.044
C: 3.053 0.273 4.298  0.007
C: 2.913 1.356 5.154  0.002
C: 2.279 2.515 4.721  0.000
C: 1.804 2.601 3.423  -0.002
C: 2.628 2.825 0.202  0.025
C: 3.914 2.873 0.740  -0.001
C: 4.778 3.894 0.382  0.001
C: 4.374 4.874 -0.512  -0.001
C: 3.103 4.821 -1.064  0.000
C: 2.236 3.797 -0.714  0.004
H: 1.556 -2.418 1.084  0.017
H: 2.815 -4.486 1.633  0.000
H: 4.480 -5.373 0.038  0.000
H: 4.813 -4.270 -2.147  0.000
H: 3.536 -2.230 -2.709  -0.001
H: 1.099 1.033 -3.444  -0.002
H: 2.598 2.448 -4.834  0.000
H: 5.028 2.464 -4.377  0.000
H: 5.946 1.153 -2.498  0.000
H: 4.450 -0.240 -1.113  -0.001
H: 2.666 -0.489 2.320  -0.018
H: 3.532 -0.634 4.643  0.000
H: 3.298 1.299 6.163  0.000
H: 2.162 3.352 5.395  0.000
H: 1.303 3.498 3.078  -0.004
H: 4.231 2.124 1.455  0.000
H: 5.773 3.927 0.808  0.000
H: 5.049 5.676 -0.779  0.000
H: 2.780 5.576 -1.769  0.000
H: 1.239 3.769 -1.133  0.003
O: -0.621 0.651 2.980  0.004
C: -0.923 -0.245 2.238  0.034
C: -1.086 -1.636 2.736  -0.039
C: -0.525 -2.021 3.949  -0.008
C: -0.706 -3.318 4.399  0.003
C: -1.461 -4.215 3.653  0.001
C: -2.030 -3.829 2.447  -0.003
C: -1.839 -2.534 1.986  0.024
P: -2.480 -1.806 0.444  -0.213
C: -4.108 -1.103 0.910  0.025
C: -5.134 -1.060 -0.035  0.009
C: -6.300 -0.360 0.234  0.001
C: -6.450 0.308 1.440  0.001
C: -5.432 0.270 2.382  -0.007
C: -4.263 -0.424 2.119  0.002
C: -2.915 -3.279 -0.529  0.012
C: -4.025 -4.039 -0.152  -0.001
C: -4.283 -5.242 -0.785  0.002
C: -3.446 -5.691 -1.798  -0.001
C: -2.350 -4.933 -2.180  -0.001
C: -2.081 -3.727 -1.548  -0.010
H: 0.054 -1.303 4.516  0.001
H: -0.268 -3.634 5.336  0.000
H: -1.604 -5.225 4.015  0.000
H: -2.611 -4.541 1.879  0.000
H: -5.016 -1.572 -0.982  0.001
H: -7.087 -0.319 -0.507  0.000
H: -7.360 0.855 1.648  0.000
H: -5.546 0.792 3.324  0.000
H: -3.469 -0.430 2.854  -0.005
H: -4.685 -3.683 0.629  0.000
H: -5.136 -5.836 -0.484  0.000
H: -3.650 -6.634 -2.288  0.000
H: -1.700 -5.285 -2.970  0.000
H: -1.230 -3.131 -1.848  0.005
C: -2.899 4.304 -0.478  0.007
N: -2.341 3.861 -1.743  0.001
C: -1.761 4.666 -2.692  0.001
C: -1.452 3.879 -3.746  0.000
N: -1.848 2.600 -3.430  0.002
C: -1.814 1.482 -4.353  -0.002
C: -2.371 2.591 -2.191  0.007
Se: -3.134 1.149 -1.266  0.061
H: -2.515 5.292 -0.239  0.000
H: -2.621 3.609 0.309  -0.001
H: -3.986 4.342 -0.541  -0.003
H: -1.631 5.723 -2.543  0.000
H: -0.993 4.117 -4.689  0.000
H: -0.976 1.606 -5.035  0.000
H: -2.739 1.436 -4.929  0.000
H: -1.697 0.556 -3.805  0.003

Forces on the atoms, in the same order (eV/Å):
Tc 2.3196 0.1992 -0.7730
S -0.2802 -0.0157 -0.0268
P -0.0266 -0.4855 0.1956
C 0.0612 0.9296 -0.6107
P -0.2745 -0.1668 0.7097
S -0.5565 0.2925 -0.0284
C -0.0976 0.1894 -0.0380
C 0.0532 0.0247 -0.0055
C 0.0025 -0.0542 0.0509
C -0.0117 -0.0092 -0.0076
C 0.0121 -0.0104 -0.0350
C -0.0249 -0.0641 0.0672
C -0.1530 0.0869 0.3228
C -0.0057 0.0481 -0.0134
C -0.0091 0.0755 -0.0073
C 0.0516 0.0995 -0.0572
C 0.1246 -0.0043 0.1261
C -0.0136 0.1133 0.0007
C -0.1021 -0.0232 -0.0778
C -0.0161 0.0505 -0.0583
C 0.0234 -0.0044 0.0487
C 0.0064 -0.0587 0.0261
C 0.0022 0.0752 -0.0565
C 0.0425 -0.0377 0.0237
C -0.0424 -0.3301 -0.2245
C -0.0169 -0.1306 -0.0008
C 0.1489 -0.0528 0.0149
C -0.0217 -0.0019 -0.0604
C -0.0129 -0.0344 -0.0718
C 0.0235 -0.0246 -0.0568
H 0.0248 -0.0054 0.0130
H 0.0059 0.0064 0.0069
H -0.0236 -0.0225 -0.0110
H -0.0027 -0.0104 0.0031
H 0.0387 -0.0456 0.0007
H 0.0137 -0.0068 -0.0245
H 0.0318 -0.0312 -0.0215
H -0.0058 0.0110 0.0102
H 0.0072 -0.0016 -0.0381
H 0.0372 0.0218 -0.0224
H -0.0393 -0.0263 0.0292
H 0.0344 0.0156 -0.0069
H -0.0266 -0.0129 0.0111
H -0.0029 -0.0020 0.0025
H 0.0047 0.0124 0.0222
H 0.0107 0.0503 0.0086
H -0.0193 0.0019 0.0161
H -0.0051 -0.0037 0.0131
H 0.0208 0.0081 0.0179
H -0.0377 -0.0201 -0.0265
O -0.2194 -0.1121 0.3033
C -0.1857 0.3065 -0.1891
C 0.0302 -0.4214 0.0632
C 0.0577 0.0665 0.0414
C -0.0173 0.0291 0.0448
C -0.0170 -0.0140 -0.0553
C -0.0255 -0.0645 0.0295
C 0.2613 0.3429 -0.0189
P -0.7364 -0.6791 0.5433
C 0.0286 0.0590 -0.1319
C 0.0654 -0.0381 0.0536
C -0.0517 0.0532 -0.0369
C 0.0090 -0.0322 0.0195
C -0.0125 0.0359 0.0365
C 0.0298 -0.0517 -0.0484
C 0.1568 0.2114 -0.1815
C 0.0049 0.0492 -0.0395
C -0.0401 -0.0411 0.0155
C 0.0243 -0.0085 -0.0038
C -0.0281 -0.0557 -0.0221
C -0.0369 -0.0276 0.0189
H -0.0247 0.0273 -0.0137
H 0.0217 0.0072 -0.0065
H -0.0063 -0.0080 -0.0222
H 0.0027 -0.0137 -0.0402
H -0.0344 0.0181 -0.0101
H 0.0002 -0.0476 0.0008
H -0.0010 0.0015 -0.0049
H 0.0067 -0.0159 0.0069
H -0.0353 -0.0149 0.0560
H -0.0018 -0.0535 0.0190
H -0.0180 0.0249 -0.0079
H -0.0056 -0.0019 -0.0045
H 0.0115 0.0299 -0.0066
H -0.0281 -0.1490 0.0660
C -0.2344 0.0494 0.2566
N 0.1087 -0.2416 -0.1203
C 0.0211 0.1046 -0.0923
C -0.0108 0.1262 -0.0365
N 0.0510 0.1475 0.2991
C -0.0833 -0.2817 -0.2547
C 0.0428 0.1530 0.0465
Se -0.4902 -0.1820 -0.0212
H 0.0763 -0.0142 -0.0749
H -0.0722 0.0783 -0.0406
H 0.0151 0.0017 -0.0633
H 0.0197 -0.0149 0.0159
H -0.0228 -0.0061 -0.0017
H 0.0281 0.0367 0.0503
H 0.0110 0.0810 0.0412
H 0.0819 -0.0650 0.1415

The HOMO energy (spin up / spin down) comes out at -0.3495 / -0.3644 Ha. The value obtained for the HOMO-LUMO gap (spin up / spin down) is 6.96 / 6.82 eV. As for the expectation value of S²: 3.792. Its total charge is +1. Its multiplicity is 4. The calculation puts the electronic energy at -173600.81821 eV.

2.
Density functional theory data (wB97M-V/def2-TZVPD) for a molecular structure, C49H44Br9F7O3 in a non-equilibrium geometry.

Last column: Löwdin charge in e.
Cartesian coordinates (Å):
C: 22.316 -16.022 -10.402  -0.240
C: 20.898 -16.294 -10.858  -0.364
C: 19.805 -15.283 -10.481  -0.318
O: 19.156 -15.058 -11.726  0.015
C: 19.744 -15.647 -12.728  -0.484
O: 19.426 -15.603 -13.914  0.148
O: 20.953 -16.205 -12.250  -0.092
H: 22.776 -15.153 -10.874  0.087
H: 22.848 -16.916 -10.726  -0.039
H: 22.411 -15.994 -9.317  -0.039
H: 20.529 -17.281 -10.579  -0.136
H: 20.173 -14.319 -10.131  -0.142
H: 19.149 -15.780 -9.765  -0.089
F: 20.447 -11.330 -17.083  0.033
C: 19.869 -11.694 -15.908  -0.247
C: 20.306 -12.920 -15.382  -0.001
C: 19.925 -13.308 -14.087  -0.064
C: 19.048 -12.463 -13.367  -0.051
C: 18.539 -11.297 -13.919  -0.063
C: 18.976 -10.844 -15.190  0.006
H: 21.038 -13.482 -15.943  0.115
H: 20.303 -14.205 -13.620  0.060
H: 18.619 -12.743 -12.416  -0.021
H: 17.806 -10.749 -13.345  0.108
H: 18.529 -9.986 -15.671  0.100
F: 19.551 -19.732 -13.147  0.048
C: 20.654 -19.259 -12.499  -0.262
C: 21.255 -18.165 -13.045  -0.012
C: 22.480 -17.684 -12.609  -0.037
C: 23.051 -18.375 -11.528  -0.236
C: 22.463 -19.484 -10.914  -0.267
C: 21.213 -19.907 -11.387  -0.074
H: 20.721 -17.638 -13.822  0.139
H: 22.904 -16.887 -13.202  0.116
H: 24.018 -18.071 -11.156  0.092
H: 22.854 -20.042 -10.076  0.055
H: 20.689 -20.727 -10.920  0.038
F: 21.311 -13.916 -10.209  -0.318
C: 22.412 -13.750 -9.514  -0.292
C: 23.327 -12.894 -10.064  0.010
C: 24.558 -12.679 -9.379  -0.015
C: 24.763 -13.299 -8.126  -0.075
C: 23.817 -14.154 -7.562  -0.033
C: 22.644 -14.374 -8.284  -0.118
H: 23.065 -12.320 -10.941  0.061
H: 25.336 -12.014 -9.725  0.104
H: 25.683 -13.053 -7.617  0.096
H: 23.999 -14.647 -6.619  0.110
H: 21.908 -15.068 -7.905  -0.163
F: 24.247 -16.377 -11.195  -0.075
C: 24.213 -15.298 -12.050  -0.218
C: 23.123 -15.055 -12.857  -0.065
C: 22.971 -13.923 -13.661  -0.020
C: 24.144 -13.138 -13.814  -0.066
C: 25.256 -13.305 -12.977  -0.072
C: 25.300 -14.409 -12.149  -0.003
H: 22.271 -15.662 -12.589  0.049
H: 22.082 -13.698 -14.230  0.075
H: 24.257 -12.327 -14.518  0.113
H: 26.159 -12.713 -12.965  0.111
H: 26.228 -14.619 -11.638  0.120
F: 22.038 -9.181 -12.624  0.053
C: 21.463 -10.330 -12.165  -0.231
C: 20.199 -10.303 -11.695  0.015
C: 19.642 -11.394 -10.970  -0.025
C: 20.428 -12.565 -11.033  -0.258
C: 21.623 -12.682 -11.684  -0.088
C: 22.210 -11.509 -12.190  0.023
H: 19.608 -9.414 -11.855  0.127
H: 18.664 -11.385 -10.513  0.052
H: 20.123 -13.391 -10.408  -0.113
H: 22.187 -13.599 -11.600  0.107
H: 23.225 -11.533 -12.558  0.112
F: 18.882 -13.321 -11.436  -0.247
C: 17.640 -13.368 -10.962  -0.255
C: 17.215 -12.422 -10.009  -0.250
C: 15.864 -12.418 -9.677  -0.312
C: 15.075 -13.453 -10.064  -0.095
C: 15.532 -14.508 -10.897  -0.017
C: 16.860 -14.433 -11.395  0.043
H: 17.766 -11.570 -9.640  0.077
H: 15.431 -11.702 -8.994  0.073
H: 14.047 -13.408 -9.736  0.115
H: 14.821 -15.264 -11.194  0.108
H: 17.222 -15.212 -12.049  0.131
F: 15.125 -16.392 -9.388  0.035
C: 15.764 -16.961 -10.441  -0.338
C: 17.139 -16.747 -10.603  -0.195
C: 17.799 -17.567 -11.600  -0.161
C: 17.003 -18.456 -12.336  -0.061
C: 15.632 -18.551 -12.219  -0.051
C: 15.008 -17.711 -11.289  -0.018
H: 17.710 -16.128 -9.926  -0.060
H: 18.843 -17.439 -11.847  0.044
H: 17.440 -19.082 -13.101  0.097
H: 15.128 -19.249 -12.871  0.109
H: 13.998 -17.938 -10.980  0.125
C: 18.688 -19.062 -8.533  -1.147
Br: 19.435 -17.719 -9.767  1.018
Br: 18.701 -18.344 -6.701  0.621
Br: 19.862 -20.650 -8.520  0.776
H: 17.631 -19.222 -8.750  0.020
C: 18.312 -14.030 -7.593  -1.083
Br: 19.423 -13.335 -9.055  1.310
Br: 18.004 -15.967 -7.878  0.687
Br: 16.680 -12.933 -7.471  0.899
H: 18.851 -13.939 -6.650  -0.001
C: 21.369 -17.998 -7.819  -1.313
Br: 22.936 -18.082 -9.080  1.091
Br: 20.735 -16.160 -8.012  0.893
Br: 21.840 -18.406 -5.959  0.600
H: 20.535 -18.642 -8.098  -0.245

Forces on the atoms, in the same order (eV/Å):
C -2.0032 -0.8420 0.1847
C 1.6304 4.0356 -0.7841
C -0.6988 -3.5301 -2.5042
O 1.3055 -7.2731 -2.1610
C 0.5289 -1.2172 -1.6652
O -0.0209 -2.7772 3.1995
O -5.4098 2.6184 -0.5981
H -1.1939 -0.7833 0.8669
H -2.2583 2.4710 0.4785
H 0.2650 0.4496 -1.7123
H 5.2533 1.3169 -3.6125
H -2.9775 -8.3326 -1.5308
H -0.0086 1.7027 -0.8046
F -0.6503 0.2240 0.1626
C -0.2704 -0.0694 1.5415
C -0.1853 0.7581 0.6499
C -0.4889 2.8328 -0.2052
C -0.9948 0.9139 -4.0734
C 1.0151 -0.1240 -2.0004
C 0.2782 -1.4873 -0.3751
H -0.0473 -0.1085 -0.2348
H 0.6185 2.2228 -0.9475
H 0.1631 2.5686 -5.7534
H -0.0846 0.2798 -0.1302
H 0.2740 0.2381 0.0104
F 0.1750 -0.0755 0.7490
C 0.8468 -0.1579 -0.0840
C -0.2292 -1.6005 -1.5127
C 1.1930 -4.9004 -0.1488
C 1.0343 -1.9169 -3.1583
C -2.5548 -1.9847 -3.0931
C 0.3447 -0.2832 -0.5230
H 0.1260 -0.3895 -0.4504
H 0.3932 -1.1588 0.4665
H -0.0464 -0.9316 -0.4799
H 0.2855 -0.2398 -0.8749
H 0.1542 -0.0494 -0.3404
F 13.8962 -5.8486 6.7924
C 4.2081 1.9451 3.2692
C 2.9390 1.0158 1.7344
C -1.2197 -1.0937 1.4630
C 0.3500 0.6950 -1.0542
C -0.4133 0.5637 -1.3914
C 1.2915 2.2830 0.3071
H 1.9612 -0.4169 1.7582
H -0.1894 0.0969 -0.3496
H 0.1095 -0.1821 0.2018
H -0.1155 -0.0405 0.0745
H 2.7952 2.7556 0.3972
F 5.2747 2.8938 -2.3302
C 2.5652 1.8418 -1.7062
C -0.3724 0.7399 0.4294
C 3.4491 -0.3946 -0.9216
C 0.0349 0.2686 0.3407
C -0.6194 -1.3623 -0.3544
C -0.0281 -1.3703 0.8709
H 1.0686 1.6739 -1.3237
H 0.3699 -0.2069 0.2440
H -0.6632 0.1695 -0.1807
H -0.1949 0.3785 -0.5195
H -0.0662 -0.0089 0.4555
F -0.3522 -0.4454 0.0121
C 2.4018 -1.1486 -0.7714
C -2.7453 -0.1281 2.1837
C 4.1953 2.8142 -2.0926
C 1.3639 7.3663 -1.0558
C -1.4244 3.1062 -3.1576
C -1.6535 1.1978 -1.2575
H 0.0614 0.2810 0.2175
H 1.6655 0.9196 -1.1928
H -0.6432 5.8712 -5.3761
H -0.5226 1.3319 -1.9618
H -0.1917 0.3791 -0.1131
F -7.6232 -0.8892 5.4491
C -3.6012 -0.1110 1.0430
C -2.5570 0.8967 -2.7539
C 0.1147 -0.0339 -1.8470
C -0.9864 -1.2539 -1.6106
C 0.3930 3.1181 -0.0115
C -2.5273 0.8165 0.2471
H -0.7548 -0.6705 0.5037
H 0.1106 0.4531 -0.5324
H -0.1815 -0.3937 -0.0444
H 0.2947 0.4368 -0.2670
H -0.4728 0.8697 -0.1630
F 0.1462 -0.3089 0.1725
C 1.6865 -0.2206 0.5976
C -0.6497 -2.6901 -1.7057
C -3.7184 0.7620 -0.8015
C 0.9564 0.2050 -0.8059
C 0.2013 1.1039 0.6522
C -0.5739 -2.3765 -0.0485
H -1.3784 -0.2046 -1.0817
H -0.8673 -0.3310 -0.6236
H 0.3394 0.1066 0.0985
H -0.3772 0.0719 0.2256
H -0.3718 0.4490 -0.2550
C -0.5030 0.1625 0.5236
Br -4.8299 -10.1324 6.0354
Br -0.9589 -2.4490 0.7233
Br -1.4082 -0.3189 0.0355
H 0.3073 -0.6358 -0.1563
C -0.3866 0.2475 -0.0719
Br -4.7090 4.2400 14.3460
Br -3.9045 4.1300 2.3860
Br 1.6481 -1.8242 4.6554
H -0.2115 -0.0642 -0.1852
C 2.2266 0.9023 0.7830
Br -0.3487 -1.2322 8.3899
Br -1.1892 -3.8210 4.3742
Br 0.4501 0.2206 -0.6706
H 1.8681 0.4289 0.2013

The HOMO energy comes out at -0.2934 Ha. The value obtained for the HOMO-LUMO gap is 7.11 eV. Its total charge is 0. The calculation puts the electronic energy at -707016.36411 eV.